Density functional theory data (the ωB97M-V functional and the def2-TZVPD basis) for C2H2ClIO2P as an isolated structure in a non-equilibrium geometry.

Its orbital gap (spin up / spin down) is 5.85 / 5.29 eV. The relative energy (zero: lowest compared OMol25 entry of this formula, charge and spin) comes out at 0.794 eV. As for the HOMO energy (spin up / spin down): -10.6173 / -14.0620 eV. The spin multiplicity is 3. As for the largest force on an atom: 5.443 eV Å⁻¹. Its net charge is +1.

```
9
C2H2ClIO2P | the Open Molecules 2025 dataset | the ωB97M-V functional and the def2-TZVPD basis
I -2.673 -1.125 0.068
Cl -1.729 2.415 -0.042
P -1.047 0.610 0.003
O 0.078 0.251 1.289
O 0.006 0.296 -1.182
C 1.066 -0.437 0.696
C 1.024 -0.436 -0.641
H 1.458 -0.940 -1.517
H 1.817 -0.634 1.328
```

Atom-resolved charges from natural (NBO), all expressed in e: atom 1 (I): -0.02, atom 2 (Cl): -0.13, atom 3 (P): 1.36, atom 4 (O): -0.55, atom 5 (O): -0.66, atom 6 (C): 0.23, atom 7 (C): 0.23, atom 8 (H): 0.29, atom 9 (H): 0.25



Density functional theory data (the ωB97M-V functional and the def2-TZVPD basis) for NO6S as an isolated structure in a non-equilibrium geometry.

Its orbital gap is 10.04 eV. The relative energy (zero: lowest compared OMol25 entry of this formula, charge and spin) comes out at 0.955 eV. As for the HOMO energy: -5.9833 eV. As for the largest force on an atom: 4.528 eV Å⁻¹. Its net charge is -1.

```
8
NO6S | the Open Molecules 2025 dataset | the ωB97M-V functional and the def2-TZVPD basis
S 0.078 0.737 -0.740
O -0.537 1.123 0.510
O -1.130 -1.318 0.611
O 1.218 1.511 -1.142
O 0.444 -0.793 1.923
O 0.781 -0.748 -0.198
O -0.808 0.377 -1.809
N -0.046 -0.887 0.845
```

Atom-resolved charges from natural (NBO), all expressed in e: atom 1 (S): 2.51, atom 2 (O): -0.98, atom 3 (O): -0.38, atom 4 (O): -0.98, atom 5 (O): -0.38, atom 6 (O): -0.55, atom 7 (O): -0.97, atom 8 (N): 0.73



Density functional theory data (the ωB97M-V functional and the def2-TZVPD basis) for C38H47AsN3OPtS2 as an isolated structure in a non-equilibrium geometry.

Its orbital gap (spin up / spin down) is 4.74 / 5.96 eV. The relative energy (zero: lowest compared OMol25 entry of this formula, charge and spin) comes out at 0.750 eV. As for the HOMO energy (spin up / spin down): -2.1621 / -4.1149 eV. The spin multiplicity is 3. As for the largest force on an atom: 1.668 eV Å⁻¹. Its net charge is -1.

```
93
C38H47AsN3OPtS2 | the Open Molecules 2025 dataset | the ωB97M-V functional and the def2-TZVPD basis
Pt -0.258 -2.673 0.602
As 0.613 -0.735 -1.960
S -1.596 -4.419 1.322
S 0.596 -4.209 -1.015
O -4.026 0.523 4.835
N 0.758 -0.877 -0.138
N -0.535 -1.666 2.660
N -2.498 1.960 3.981
C -0.530 0.909 -2.230
C 4.782 -0.080 -2.870
C 1.696 -0.275 2.009
C -1.872 0.714 -1.830
C -1.153 2.293 3.482
C -2.438 -0.597 -1.303
C 2.374 -0.246 -2.742
C 1.521 2.430 1.522
C -1.615 -1.234 5.197
C 1.244 2.565 -3.141
C 3.633 -0.288 -2.104
C -2.422 3.031 -2.349
C -0.165 -2.419 3.697
C 1.173 0.121 0.755
C -1.971 -0.436 4.132
C 2.328 -0.089 -4.138
C 1.029 -0.154 -4.934
C 3.836 -0.569 -0.629
C 3.503 0.112 -4.861
C -2.920 0.716 4.341
C -4.514 3.250 3.264
C -1.165 2.804 2.048
C 6.012 0.363 -5.029
C 2.053 0.635 2.994
C -1.535 -7.138 0.942
C -0.981 -5.786 0.516
C 4.743 0.139 -4.243
C -3.418 4.167 -2.361
C 0.493 -6.934 -1.190
C -2.775 1.776 -1.881
C -0.030 -5.693 -0.488
C -3.391 3.078 4.282
C -0.701 -2.252 4.968
C 1.134 1.517 0.539
C -0.163 2.184 -2.720
C -1.433 -0.712 2.892
C -1.115 3.206 -2.780
C 1.962 2.010 2.770
H -0.382 -2.905 5.772
H -5.163 2.373 3.281
H -5.116 4.133 3.507
H -1.632 3.791 1.975
H -1.699 -0.110 2.024
H 6.558 1.236 -4.660
H -2.775 3.977 4.323
H -0.514 1.425 3.548
H 0.581 -3.170 3.489
H 1.467 3.492 1.299
H -1.801 -1.455 -1.458
H 1.999 2.111 -2.504
H -0.806 4.181 -3.152
H -4.113 3.371 2.253
H 0.142 0.089 -4.357
H 1.363 3.650 -3.091
H 3.189 -1.372 -0.277
H 4.877 -0.851 -0.448
H -0.142 2.871 1.670
H -2.032 -1.046 6.181
H 2.240 2.723 3.537
H -0.726 3.050 4.142
H 1.068 0.538 -5.779
H 3.437 0.251 -5.941
H 1.823 -1.337 2.176
H -4.290 3.928 -2.977
H -2.073 -7.638 0.127
H 1.583 -6.975 -1.124
H 6.683 -0.497 -4.948
H -2.616 -0.536 -0.229
H -3.795 1.603 -1.535
H 1.463 2.253 -4.168
H 3.615 0.309 -0.017
H 0.088 -7.857 -0.770
H 0.885 -1.161 -5.337
H -3.820 2.912 5.266
H 5.797 0.523 -6.088
H -3.783 4.376 -1.351
H -1.717 2.113 1.402
H 0.241 -6.905 -2.253
H 2.431 0.265 3.944
H 5.748 -0.101 -2.365
H -3.398 -0.801 -1.788
H -0.733 -7.807 1.266
H -2.969 5.082 -2.751
H -2.226 -7.015 1.774
H 0.779 1.895 -0.404
```

Atom-resolved charges from Löwdin, all expressed in e: atom 1 (Pt): 0.43, atom 2 (As): 1.27, atom 3 (S): 0.57, atom 4 (S): 0.55, atom 5 (O): 0.05, atom 6 (N): -0.40, atom 7 (N): -0.09, atom 8 (N): -0.04, atom 9 (C): -0.28, atom 10 (C): -0.03, atom 11 (C): -0.10, atom 12 (C): -0.27, atom 13 (C): -0.18, atom 14 (C): -0.09, atom 15 (C): -0.30, atom 16 (C): -0.17, atom 17 (C): -0.01, atom 18 (C): -0.05, atom 19 (C): -0.25, atom 20 (C): -0.28, atom 21 (C): -0.17, atom 22 (C): -0.41, atom 23 (C): -0.12, atom 24 (C): -0.33, atom 25 (C): -0.09, atom 26 (C): -0.05, atom 27 (C): -0.04, atom 28 (C): -0.41, atom 29 (C): -0.07, atom 30 (C): -0.07, atom 31 (C): -0.06, atom 32 (C): -0.10, atom 33 (C): -0.16, atom 34 (C): -0.80, atom 35 (C): -0.28, atom 36 (C): -0.06, atom 37 (C): -0.15, atom 38 (C): -0.04, atom 39 (C): -0.82, atom 40 (C): -0.21, atom 41 (C): -0.04, atom 42 (C): -0.06, atom 43 (C): -0.28, atom 44 (C): -0.09, atom 45 (C): -0.03, atom 46 (C): -0.13, atom 47 (H): 0.10, atom 48 (H): 0.07, atom 49 (H): 0.07, atom 50 (H): 0.08, atom 51 (H): 0.12, atom 52 (H): 0.07, atom 53 (H): 0.11, atom 54 (H): 0.09, atom 55 (H): 0.10, atom 56 (H): 0.11, atom 57 (H): 0.00, atom 58 (H): 0.07, atom 59 (H): 0.11, atom 60 (H): 0.06, atom 61 (H): 0.03, atom 62 (H): 0.08, atom 63 (H): 0.06, atom 64 (H): 0.07, atom 65 (H): 0.00, atom 66 (H): 0.12, atom 67 (H): 0.09, atom 68 (H): 0.12, atom 69 (H): 0.08, atom 70 (H): 0.11, atom 71 (H): 0.08, atom 72 (H): 0.08, atom 73 (H): 0.07, atom 74 (H): 0.07, atom 75 (H): 0.07, atom 76 (H): 0.06, atom 77 (H): 0.12, atom 78 (H): 0.07, atom 79 (H): 0.08, atom 80 (H): 0.05, atom 81 (H): 0.09, atom 82 (H): 0.11, atom 83 (H): 0.07, atom 84 (H): 0.07, atom 85 (H): 0.08, atom 86 (H): 0.07, atom 87 (H): 0.10, atom 88 (H): 0.11, atom 89 (H): 0.08, atom 90 (H): 0.07, atom 91 (H): 0.07, atom 92 (H): 0.04, atom 93 (H): 0.08



Density functional theory data (the ωB97M-V functional and the def2-TZVPD basis) for C3H11N3O as an isolated structure in a non-equilibrium geometry.

Its orbital gap is 9.50 eV. The relative energy (zero: lowest compared OMol25 entry of this formula, charge and spin) comes out at 3.321 eV. As for the HOMO energy: -8.6975 eV. As for the largest force on an atom: 3.007 eV Å⁻¹. Its net charge is 0.

```
18
C3H11N3O | the Open Molecules 2025 dataset | the ωB97M-V functional and the def2-TZVPD basis
O 1.623 1.844 -2.798
N 0.140 -0.375 0.966
N 1.809 -0.289 -0.729
N 0.277 1.575 -0.426
C -1.926 -1.423 1.766
C -1.228 -0.778 0.591
C 0.742 0.366 -0.140
H 1.069 1.867 -1.971
H -1.150 -1.514 -0.214
H 1.749 2.753 -3.072
H -2.935 -1.756 1.518
H 0.104 0.333 1.686
H -1.354 -2.264 2.142
H 1.249 1.547 0.268
H -1.760 0.104 0.221
H 1.708 -1.297 -0.707
H 1.976 0.025 -1.688
H -2.092 -0.717 2.586
```

Atom-resolved charges from natural (NBO), all expressed in e: atom 1 (O): -1.02, atom 2 (N): -0.68, atom 3 (N): -0.80, atom 4 (N): -0.77, atom 5 (C): -0.61, atom 6 (C): -0.22, atom 7 (C): 0.54, atom 8 (H): 0.49, atom 9 (H): 0.19, atom 10 (H): 0.47, atom 11 (H): 0.22, atom 12 (H): 0.37, atom 13 (H): 0.21, atom 14 (H): 0.39, atom 15 (H): 0.19, atom 16 (H): 0.40, atom 17 (H): 0.42, atom 18 (H): 0.20



Density functional theory data (the ωB97M-V functional and the def2-TZVPD basis) for a 2-piece molecular cluster, C5H15BF4N2O2S overall in a non-equilibrium geometry.

Its orbital gap is 8.27 eV. As for the HOMO energy: -10.3234 eV. As for the largest force on an atom: 2.227 eV Å⁻¹. Its net charge is 0.

```
30
C5H15BF4N2O2S | the Open Molecules 2025 dataset | the ωB97M-V functional and the def2-TZVPD basis
S 2.425 0.312 0.992
F 5.463 -0.187 -2.528
F 5.455 1.058 -4.480
F 5.091 2.092 -2.447
F 3.492 0.686 -3.324
O -3.383 -2.655 0.056
O 1.540 1.724 0.989
N 2.595 -0.028 -0.674
N -2.078 0.808 0.515
C -0.779 1.362 0.051
C 0.158 1.369 1.310
C -3.472 -1.411 2.094
C -3.476 -1.300 0.533
C -2.233 -0.557 -0.024
B 4.883 0.918 -3.205
H -2.259 -0.532 -1.133
H 0.133 0.328 1.703
H 1.705 -0.448 -0.949
H 3.679 0.562 1.508
H -0.337 0.700 -0.722
H 3.346 -0.725 -0.735
H -1.991 0.673 1.522
H -3.743 -2.449 2.343
H -2.447 -1.197 2.464
H -0.893 2.365 -0.387
H -4.195 -0.728 2.573
H -0.253 2.006 2.112
H -2.666 -2.711 -0.574
H -1.331 -1.172 0.242
H -4.429 -0.865 0.175
```

Atom-resolved charges from natural (NBO), all expressed in e: atom 1 (S): 1.09, atom 2 (F): -0.60, atom 3 (F): -0.57, atom 4 (F): -0.58, atom 5 (F): -0.59, atom 6 (O): -0.72, atom 7 (O): -0.60, atom 8 (N): -0.87, atom 9 (N): -0.60, atom 10 (C): -0.24, atom 11 (C): -0.11, atom 12 (C): -0.64, atom 13 (C): 0.09, atom 14 (C): -0.24, atom 15 (B): 1.35, atom 16 (H): 0.21, atom 17 (H): 0.18, atom 18 (H): 0.40, atom 19 (H): 0.18, atom 20 (H): 0.18, atom 21 (H): 0.44, atom 22 (H): 0.34, atom 23 (H): 0.25, atom 24 (H): 0.18, atom 25 (H): 0.23, atom 26 (H): 0.22, atom 27 (H): 0.22, atom 28 (H): 0.47, atom 29 (H): 0.14, atom 30 (H): 0.18